Molecular formula: C35H43ClN2PtSi2
Method: DFT, ωB97M-V with the def2-TZVPD basis set

Properties
2S+1: 5
Charge: +2
LUMO level (alpha / beta): -5.93 / -9.20 eV
Energy: -2626.66117 Ha
Highest occupied orbital energy (alpha / beta): -10.64 / -12.57 eV
Kohn-Sham gap (alpha / beta): 4.7 / 3.4 eV

Each line ends with the Mulliken spin population.
Geometry (Å):
1 C 0.23807 1.23881 0.95355  0.16
2 C 1.61555 0.94254 0.39185  0.18
3 C 1.83321 1.94530 -0.64215  0.29
4 H 2.38662 0.41738 0.94850  0.01
5 C 0.74445 2.82570 -0.65912  0.11
6 C -0.20679 2.44095 0.30314  0.33
7 H -1.08994 3.00084 0.60128  0.00
8 H -0.08751 0.86985 1.92136  0.01
9 H 2.75548 2.06602 -1.19288  0.03
10 H 0.69598 3.72613 -1.26956  0.02
11 Pt 0.38132 -0.34140 -0.52040  1.30
12 Si 4.76791 0.24331 -4.78732  0.16
13 C 5.72829 -1.17567 -5.50332  -0.02
14 C 5.19245 -1.95424 -6.53293  0.02
15 H 4.26424 -1.67204 -7.03232  0.00
16 C 5.83028 -3.15069 -6.86763  0.00
17 H 5.39121 -3.79531 -7.63833  0.00
18 C 7.01603 -3.51039 -6.20717  0.01
19 H 7.49482 -4.46287 -6.44401  0.00
20 C 7.57369 -2.68046 -5.22920  -0.01
21 H 8.49838 -2.95239 -4.70762  0.00
22 C 6.93685 -1.49030 -4.88037  0.03
23 H 7.33341 -0.83942 -4.09908  0.00
24 C 4.35003 1.00419 -6.53359  0.00
25 C 5.51209 1.34374 -7.24716  0.01
26 H 6.49660 1.19931 -6.79251  0.00
27 C 5.44510 1.82614 -8.55948  0.00
28 H 6.35895 2.07255 -9.10659  0.00
29 C 4.20409 1.97741 -9.18618  0.00
30 H 4.13110 2.37895 -10.19769  0.00
31 C 3.04652 1.60487 -8.50710  0.01
32 H 2.06605 1.67829 -8.98135  0.00
33 C 3.11866 1.11824 -7.19640  0.03
34 H 2.19664 0.83398 -6.69259  -0.02
35 H 5.83986 1.14298 -4.30167  0.01
36 Si 1.57718 -1.46414 -4.75668  0.17
37 C 1.35360 0.42904 -4.49874  0.00
38 C 2.26045 1.41389 -4.06886  0.10
39 H 3.29399 1.27415 -3.65140  -0.05
40 C 1.94577 2.76203 -4.04813  0.04
41 H 2.74124 3.46830 -3.78714  0.00
42 C 0.65331 3.17035 -4.34887  -0.01
43 H 0.41977 4.23304 -4.35195  0.00
44 C -0.31650 2.21118 -4.66356  0.01
45 H -1.34331 2.53768 -4.87233  0.00
46 C 0.03268 0.85605 -4.75302  -0.02
47 H -0.71638 0.10966 -5.04768  0.00
48 C 3.40572 -1.42082 -3.81354  0.15
49 C 3.56632 -0.71057 -2.56041  0.07
50 H 2.91134 0.12277 -2.26575  0.01
51 C 4.42697 -1.13025 -1.55816  0.02
52 H 4.53770 -0.53747 -0.64529  0.00
53 C 5.10377 -2.33612 -1.69567  0.18
54 H 5.79830 -2.66227 -0.92282  0.00
55 C 4.82194 -3.15664 -2.79027  -0.03
56 H 5.31889 -4.13067 -2.84368  0.00
57 C 3.91294 -2.76125 -3.77158  0.09
58 H 3.63976 -3.47016 -4.56776  -0.04
59 H 0.49290 -2.29920 -5.29709  0.08
60 Cl 0.77386 -1.83063 -2.60267  0.10
61 C 1.60321 -3.21502 0.20141  -0.01
62 N 0.52374 -2.25190 0.57976  0.22
63 C 0.75319 -1.85692 1.99648  0.00
64 C -0.78869 -2.93888 0.40222  -0.01
65 C -1.92115 -1.93153 0.44492  0.00
66 N -1.76843 -0.90188 -0.64683  0.18
67 C -2.30382 -1.50270 -1.91155  0.01
68 C -2.62609 0.27691 -0.36734  0.01
69 H 2.58063 -2.75459 0.38228  0.01
70 H 1.51804 -4.12778 0.82625  0.00
71 H 1.52406 -3.47306 -0.86279  0.01
72 H 0.82647 -2.74037 2.64901  0.00
73 H 1.70402 -1.31473 2.01642  0.00
74 H -0.04202 -1.18662 2.33147  0.00
75 H -0.78286 -3.46901 -0.55343  0.00
76 H -0.93508 -3.68980 1.19224  0.01
77 H -2.89151 -2.43558 0.31692  0.00
78 H -1.91469 -1.41735 1.40645  0.00
79 H -3.37023 -1.76006 -1.75187  0.00
80 H -2.25558 -0.75338 -2.70862  0.00
81 H -1.72898 -2.39105 -2.18894  0.00
82 H -2.39434 0.72032 0.60229  0.00
83 H -3.68447 -0.02015 -0.39674  0.00
84 H -2.45900 1.02286 -1.14924  0.00



Molecular formula: C35H43ClN2RuSi2
Method: DFT, ωB97M-V with the def2-TZVPD basis set

Properties
2S+1: 5
Charge: +2
LUMO level (alpha / beta): -6.02 / -9.44 eV
Energy: -2602.28927 Ha
Highest occupied orbital energy (alpha / beta): -10.53 / -13.17 eV
Kohn-Sham gap (alpha / beta): 4.5 / 3.7 eV

Each line ends with the Mulliken spin population.
Geometry (Å):
1 C -0.25884 -1.13189 4.85349  0.07
2 C 0.59664 -1.65438 3.79503  -0.05
3 C 1.13170 -0.51554 3.06415  0.11
4 H 0.86604 -2.69249 3.64292  0.00
5 C 0.53100 0.67311 3.63166  0.08
6 C -0.28400 0.30553 4.73776  0.04
7 H -0.79905 0.99674 5.41193  0.01
8 H -0.68644 -1.72387 5.66326  0.01
9 H 1.89733 -0.56090 2.29726  -0.02
10 H 0.73009 1.69370 3.29182  0.00
11 Ru -0.98270 -0.74425 2.84178  1.64
12 Si 2.26055 1.24824 -2.08610  0.48
13 C 2.13830 0.33704 -3.85256  0.35
14 C 1.27324 0.71779 -4.88044  0.23
15 H 0.76352 1.69194 -4.84056  0.00
16 C 1.01814 -0.17275 -5.95041  -0.02
17 H 0.28840 0.11875 -6.71011  0.00
18 C 1.72479 -1.36210 -6.06178  0.22
19 H 1.53961 -2.05330 -6.90064  0.00
20 C 2.73864 -1.64768 -5.13157  0.05
21 H 3.37054 -2.51821 -5.26487  0.00
22 C 2.94429 -0.78802 -4.04300  0.13
23 H 3.72717 -1.00882 -3.31288  0.00
24 C 2.34206 3.01464 -2.69016  0.10
25 C 3.60345 3.35262 -3.19095  0.03
26 H 4.38736 2.59360 -3.19171  0.00
27 C 3.81472 4.64533 -3.67139  -0.01
28 H 4.80423 4.88491 -4.07218  0.00
29 C 2.77928 5.59675 -3.66268  0.04
30 H 2.94517 6.60606 -4.05507  0.00
31 C 1.51309 5.23557 -3.17575  0.03
32 H 0.67543 5.92533 -3.18918  0.00
33 C 1.29797 3.94594 -2.65853  0.01
34 H 0.34210 3.64730 -2.22283  -0.01
35 H 3.49776 0.83042 -1.41558  0.05
36 Si -0.79607 0.42391 -1.67393  0.06
37 C 0.28433 1.67821 -0.53801  0.05
38 C 1.53892 1.45723 0.15768  0.00
39 H 2.17015 0.54851 0.09180  0.05
40 C 2.00213 2.34618 1.15784  0.02
41 H 2.98770 2.19050 1.60524  0.00
42 C 1.22901 3.41085 1.57816  0.03
43 H 1.61814 4.13997 2.30609  0.00
44 C -0.06586 3.52872 1.06561  0.01
45 H -0.74240 4.31416 1.44066  0.00
46 C -0.50794 2.69258 0.04939  0.07
47 H -1.54281 2.78494 -0.28835  0.00
48 C 0.10835 -1.29519 -1.66706  -0.01
49 C 0.90249 -1.76324 -0.60032  -0.03
50 H 1.09179 -1.13738 0.28065  0.05
51 C 1.44596 -3.04669 -0.57405  -0.03
52 H 2.04424 -3.39390 0.28132  0.00
53 C 1.23094 -3.87693 -1.66297  0.02
54 H 1.64794 -4.88266 -1.67660  0.00
55 C 0.47873 -3.45302 -2.76142  -0.01
56 H 0.31269 -4.06850 -3.65670  0.00
57 C -0.08244 -2.18405 -2.74065  0.06
58 H -0.70538 -1.85179 -3.56323  0.01
59 H -2.11324 0.50329 -2.33352  0.00
60 Cl -1.75992 -0.12322 0.42135  0.09
61 C -3.33537 1.20117 2.84512  0.03
62 N -3.13880 -0.23892 3.15398  0.00
63 C -3.53979 -0.43634 4.56326  0.00
64 C -4.00559 -1.11301 2.25397  0.01
65 C -3.32839 -2.26691 1.56557  -0.02
66 N -2.05958 -2.66313 2.28029  -0.06
67 C -2.45599 -3.39648 3.50049  0.00
68 C -1.23787 -3.54477 1.43856  0.04
69 H -2.64790 1.78288 3.46966  -0.01
70 H -4.35341 1.51140 3.09640  0.00
71 H -3.12374 1.40881 1.79773  0.00
72 H -3.45578 -1.49059 4.84933  0.00
73 H -2.90291 0.13940 5.23220  0.00
74 H -4.58979 -0.13001 4.66702  0.00
75 H -4.79389 -1.52268 2.89085  0.00
76 H -4.50279 -0.46611 1.51495  0.01
77 H -3.97541 -3.14603 1.56051  0.00
78 H -3.08477 -2.02558 0.52823  0.00
79 H -3.01919 -4.27911 3.19665  0.00
80 H -1.56728 -3.66766 4.06869  0.00
81 H -3.09655 -2.77850 4.11764  0.00
82 H -0.99045 -3.05931 0.49922  -0.02
83 H -0.32697 -3.77638 1.97637  -0.01
84 H -1.77679 -4.47172 1.23423  0.01